{"formula": "C3H9NO2", "method": "ωB97M-V/def2-TZVPD", "elements": ["C", "C", "O", "O", "H", "H", "H", "H", "C", "N", "H", "H", "H", "H", "H"], "xyz": [[-2.371, 1.328, 1.203], [-1.021, 1.205, 0.596], [-0.071, 1.869, 0.952], [-0.993, 0.252, -0.343], [-2.411, 0.771, 2.169], [-3.123, 1.089, 0.408], [-2.638, 2.342, 1.568], [0.106, 0.120, -0.357], [1.810, -1.341, -1.468], [1.561, -1.067, -0.047], [2.873, -1.130, -1.742], [1.125, -0.688, -2.066], [1.577, -2.382, -1.761], [2.207, -0.452, 0.414], [1.369, -1.916, 0.474]], "energy_ev": -8841.85092, "smiles": "CC(=O)O.CN", "e_lumo_ev": 0.8770, "fmax_ha_per_bohr": 0.0808, "de_lowest_kcal_mol": 25.5, "gap_ev": 10.617}


{"formula": "C3H9NO2", "method": "ωB97M-V/def2-TZVPD", "elements": ["N", "C", "C", "O", "H", "H", "H", "H", "H", "C", "O", "H", "H", "H", "H"], "xyz": [[-2.200, -0.085, 0.189], [-1.131, 0.225, -0.678], [-0.356, -0.817, -1.149], [-0.363, -2.005, -0.533], [-2.677, 0.742, 0.540], [-2.905, -0.697, -0.210], [-1.298, 1.069, -1.347], [0.408, -0.719, -1.906], [-1.095, -1.945, 0.122], [2.291, 0.655, 1.011], [1.377, 1.003, 0.003], [3.232, 0.321, 0.559], [2.541, 1.515, 1.645], [1.913, -0.163, 1.638], [0.263, 0.903, 0.115]], "energy_ev": -8839.67397, "smiles": "N/C=C\\O.CO", "e_lumo_ev": 0.6697, "fmax_ha_per_bohr": 0.0834, "de_lowest_kcal_mol": 75.7, "gap_ev": 9.056}


{"formula": "C3H9NO2", "method": "ωB97M-V/def2-TZVPD", "elements": ["C", "N", "C", "C", "O", "H", "H", "H", "H", "H", "H", "H", "O", "H", "H"], "xyz": [[0.998, 1.857, 0.067], [0.402, 0.595, -0.469], [1.105, -0.527, -0.152], [0.321, -1.826, 0.015], [2.348, -0.427, -0.008], [2.032, 1.714, 0.335], [0.786, 2.522, -0.720], [0.485, 2.145, 1.046], [-0.534, 0.498, 0.004], [-0.823, -1.611, -0.184], [0.585, -2.467, 0.847], [0.690, -2.535, -0.781], [-2.395, 0.136, -0.016], [-2.920, -0.210, 0.707], [-3.082, 0.136, -0.692]], "energy_ev": -8841.51092, "smiles": "CNC(C)=O.O", "e_lumo_ev": 0.2930, "fmax_ha_per_bohr": 0.0679, "de_lowest_kcal_mol": 33.3, "gap_ev": 9.500}